# 1
DFT (the ωB97M-V functional and the def2-TZVPD basis) results for a structure of composition C35H61ClN4O2PS4Tl.

Results
LUMO energy = 3.564 eV
HOMO-LUMO gap = 4.4 eV
electronic energy = -4306.68909 hartree
net charge = -2
strongest force on any atom = 0.594 eV/Å
HOMO = -0.84 eV

Positions of all 109 atoms, in Å:
1 Tl 0.5677 -0.1548 0.7888
2 Cl 5.2151 -1.9794 1.3145
3 S 0.0649 -0.1655 -2.6443
4 S -3.4328 0.3297 -0.2420
5 S -6.1344 1.9023 -1.7166
6 S -0.9750 -2.5232 3.1640
7 P -5.2038 0.2672 -1.1284
8 O -6.3133 -0.4627 -0.1753
9 O -5.2468 -0.8585 -2.3433
10 N 0.9557 -0.6608 -5.1222
11 N 1.5467 1.3017 -4.3192
12 N -2.0712 -4.3957 1.6581
13 N -1.8460 -4.8593 3.9281
14 C 5.7507 -1.5456 -1.2689
15 C -3.3153 -2.0675 -3.1081
16 C -3.6406 0.3239 -3.8231
17 C 0.8673 2.7863 1.4118
18 C 2.3186 1.2106 -5.5383
19 C -2.6650 -6.0475 3.9088
20 C -0.4930 3.0841 -0.7165
21 C 2.3644 -2.3604 0.1649
22 C 3.1624 -1.9540 -2.1426
23 C 1.9869 -0.5297 4.6274
24 C -7.2802 -2.6044 -0.6704
25 C 1.3280 1.4204 3.2175
26 C 0.0080 3.7409 0.5798
27 C 0.3803 2.2760 2.6339
28 C 4.3887 1.4365 0.3187
29 C -4.3314 -0.9753 -3.4272
30 C 3.3897 -2.0705 -0.7316
31 C 3.3135 2.5304 0.2475
32 C 1.2742 0.8266 4.6059
33 C -5.0503 -2.5057 0.4830
34 C -1.6896 -3.9884 2.8944
35 C 4.1485 -1.6278 -3.0358
36 C -1.2654 4.1326 1.3496
37 C 0.7280 5.0582 0.2476
38 C 1.9825 1.7799 5.5843
39 C 4.7533 -1.8457 -0.3723
40 C 0.8812 0.1593 -4.0241
41 C 5.4679 -1.4178 -2.6249
42 C -0.1756 0.6674 5.0707
43 C 2.1757 2.2232 1.2203
44 C 2.8781 2.5781 -1.2232
45 C 2.4311 1.3927 2.3482
46 C 3.9927 3.8550 0.6388
47 C -6.3880 -1.8053 0.2786
48 C 1.9367 -0.1836 -6.0822
49 H -5.2311 -3.4853 0.9332
50 H -2.6332 -2.2071 -3.9463
51 H 5.1395 1.5942 -0.4593
52 H 1.4687 -2.8255 -0.2356
53 H 1.9099 -0.9991 5.6120
54 H 6.7621 -1.3987 -0.9103
55 H 4.9047 1.4363 1.2769
56 H -4.9598 -1.3026 -4.2706
57 H 2.6216 -2.6469 1.1759
58 H 3.0222 1.9252 5.2895
59 H 2.0306 2.0016 -6.2374
60 H 4.3319 3.7998 1.6735
61 H 2.2207 3.4188 -1.4279
62 H -1.8349 4.8587 0.7663
63 H 2.8064 -0.8449 -6.1395
64 H -0.5689 2.5157 3.0804
65 H -4.4092 -1.9130 1.1305
66 H 1.4889 2.7527 5.5751
67 H -3.7315 -5.8243 3.7809
68 H 3.3922 1.2886 -5.3435
69 H 1.9549 1.3799 6.6029
70 H -3.8237 -3.0119 -2.9009
71 H -6.7968 -2.6843 -1.6419
72 H 6.2472 -1.1705 -3.3350
73 H -6.8906 -1.7361 1.2547
74 H -1.9029 3.2637 1.5004
75 H -1.0262 4.5768 2.3161
76 H -2.5411 -6.5724 4.8541
77 H 3.7543 2.6723 -1.8717
78 H 1.5400 4.9229 -0.4627
79 H -0.7475 0.1007 4.3423
80 H -4.5388 -2.6328 -0.4688
81 H 3.9418 0.4574 0.1631
82 H 4.8593 4.0478 -0.0013
83 H 1.5454 -1.1947 3.8868
84 H -0.6480 1.6437 5.1809
85 H 3.0415 -0.4108 4.3799
86 H -3.0731 0.1674 -4.7420
87 H -2.3461 -6.7100 3.1017
88 H -7.4621 -3.6014 -0.2653
89 H 0.0222 5.7652 -0.1964
90 H 2.1489 -2.1207 -2.4889
91 H -1.6293 -4.4472 4.8201
92 H -1.1800 3.7553 -1.2392
93 H -0.2207 0.1488 6.0318
94 H -4.3764 1.1109 -3.9789
95 H 3.3589 0.8905 2.5620
96 H -2.7343 -1.7672 -2.2385
97 H -2.8082 -5.0740 1.5558
98 H -2.0262 -3.6759 0.9530
99 H -1.0367 2.1695 -0.4790
100 H 1.1381 5.5049 1.1547
101 H -8.2319 -2.0917 -0.8014
102 H 1.4903 -0.1181 -7.0790
103 H 2.3625 1.6492 -1.4776
104 H -2.9570 0.6404 -3.0383
105 H 0.3178 2.8292 -1.3924
106 H 1.7352 1.9745 -3.5967
107 H 0.8450 -1.6470 -4.9574
108 H 3.9125 -1.5394 -4.0947
109 H 3.3101 4.6970 0.5592

=====

# 2
DFT (the ωB97M-V functional and the def2-TZVPD basis) results for a cluster of 10 separate species, C35H61NO27 in total in a non-equilibrium geometry.

Results
LUMO energy = 0.183 eV
HOMO-LUMO gap = 9.9 eV
electronic energy = -3456.22810 hartree
strongest force on any atom = 9.629 eV/Å
HOMO = -9.71 eV

Positions of all 124 atoms, in Å:
1 O 4.6888 -1.2512 1.9621
2 O 3.8008 4.0768 -1.7969
3 O 1.4318 -4.0692 -1.3809
4 O 3.7418 0.5728 2.8551
5 O 3.8808 -4.0072 -4.0569
6 O 0.0038 2.2988 4.7691
7 O -1.2182 -0.7172 -2.9009
8 O 2.7148 6.0208 -2.1699
9 O -4.5362 -1.8452 -0.9089
10 O 3.4008 -3.8952 -6.4289
11 O -4.2122 2.2068 3.4671
12 O -5.1332 1.4698 5.4651
13 O -2.9002 -1.0852 0.1821
14 O 2.3948 -2.5232 -4.7739
15 O 2.1908 -5.7702 -2.5179
16 O 3.2308 0.0108 0.8511
17 O -4.6522 0.3058 -0.3029
18 O -0.3782 -4.4242 3.7981
19 O 0.1628 -5.1482 -2.9229
20 O 0.5978 -3.4772 2.0381
21 O -6.5952 2.3278 3.8261
22 O 1.8678 3.9678 -2.7339
23 O -1.9072 1.1508 -1.9489
24 O -1.1782 2.3388 2.6161
25 O -0.9782 -2.2052 3.1721
26 O 0.0698 0.1428 -1.1009
27 O -0.5982 4.3048 3.7101
28 N 0.4958 3.4858 0.6481
29 C -0.5022 7.0398 1.9611
30 C 1.2278 -2.3862 1.4261
31 C -1.7162 2.1968 -1.0289
32 C -1.2892 -4.4352 4.9301
33 C -0.2852 -1.7872 -3.0589
34 C -4.0682 -0.8072 -0.3399
35 C 3.6488 2.7618 -2.0689
36 C 1.6788 -1.8672 -5.8009
37 C -2.6262 -2.4792 0.0561
38 C 1.3188 5.9268 0.6141
39 C 1.8748 1.6218 -3.5959
40 C 2.9258 2.9378 2.9921
41 C -5.3132 1.9658 4.2591
42 C -6.1422 1.3098 6.4461
43 C 1.7518 -6.6142 -3.5509
44 C -4.4002 2.5628 2.1451
45 C 1.2758 -4.8932 -2.2809
46 C 1.0178 6.7878 1.8451
47 C -1.0712 0.1878 -1.9619
48 C -3.2852 -3.1032 -2.3129
49 C 2.1198 2.6178 -2.4049
50 C 2.5218 1.2348 1.1351
51 C 2.7808 4.7838 -2.1869
52 C -1.1712 0.9118 2.6261
53 C 0.2618 -6.3592 -3.5839
54 C 3.9268 -0.3062 1.9141
55 C -0.4372 -6.3932 -4.9469
56 C -0.2562 -3.3702 3.0061
57 C 0.8838 4.5648 0.6691
58 C -0.6062 2.9438 3.6681
59 C -3.7262 -2.9522 -0.8639
60 C 4.9248 -4.9682 -4.2379
61 C -0.1392 4.9358 4.8821
62 C 3.1578 -3.5192 -5.0699
63 C 2.6698 1.4328 2.6571
64 H 1.3608 -1.6872 2.2611
65 H -1.5092 -6.2282 -4.6889
66 H 2.1748 -2.7332 1.0671
67 H -1.4672 -5.4792 5.2281
68 H -0.1442 -5.5662 -5.6609
69 H -0.3582 -2.4652 -2.1969
70 H 3.0048 2.0998 0.5461
71 H -6.0242 2.1218 7.1581
72 H 1.3748 6.4638 2.8141
73 H 4.2488 2.5848 -2.9639
74 H 0.7328 -1.3922 -2.9159
75 H 2.1438 -7.5802 -3.1969
76 H -7.0662 1.4708 5.9681
77 H -0.7402 7.7218 2.7871
78 H -2.5732 -2.9502 1.0581
79 H -2.2322 -3.3882 -2.3469
80 H 5.7128 -5.0182 -3.4669
81 H -0.2842 -2.3312 -4.0019
82 H -5.1782 1.9288 1.7631
83 H 0.9058 6.2898 -0.2959
84 H -1.5022 1.8738 0.0121
85 H -0.2752 0.5018 2.1031
86 H 3.7028 3.3458 2.2871
87 H -4.2942 -3.7542 -0.4219
88 H -0.8992 2.7988 -1.3449
89 H 1.9348 0.6288 -3.1319
90 H 0.9078 4.7218 4.9581
91 H -1.2582 0.4078 3.5841
92 H 3.2208 3.0128 4.0741
93 H -3.5472 2.2568 1.6021
94 H -2.5202 2.8898 -1.0029
95 H -4.7222 3.6028 2.1341
96 H -2.2862 -4.0482 4.6261
97 H 1.4568 1.1568 0.8051
98 H -0.2522 -7.0752 -2.9459
99 H -0.9792 -3.8692 5.7641
100 H 1.1008 -2.5082 -6.4049
101 H -0.5932 4.5548 5.8011
102 H 1.9908 3.5538 2.9521
103 H -1.6772 -2.5682 -0.4829
104 H 2.3668 -1.3702 -6.4629
105 H -0.9522 7.3998 1.0031
106 H -6.1122 0.3028 6.8991
107 H 4.5088 -5.9322 -4.3619
108 H -0.4342 -7.3802 -5.3329
109 H 1.0308 -1.0672 -5.3819
110 H 1.8408 1.0688 3.1581
111 H -1.9692 0.5098 2.0341
112 H 4.1098 2.1388 -1.3369
113 H 2.4668 1.7168 -4.4159
114 H 1.5258 2.3688 -1.5079
115 H -3.2412 -2.2622 -2.9529
116 H 0.6218 -1.9032 0.6621
117 H -3.8672 -3.8682 -2.8289
118 H 0.8368 1.7468 -3.9089
119 H 1.4968 7.7358 1.6781
120 H 5.4468 -4.7422 -5.1389
121 H -0.8912 6.0298 2.1481
122 H 2.2208 -6.3652 -4.4839
123 H -0.2962 5.9878 4.8621
124 H 2.3858 5.7898 0.4311

=====

# 3
DFT (the ωB97M-V functional and the def2-TZVPD basis) results for a cluster of 10 separate species, C35H63FN9OS in total.

Results
LUMO energy = -3.202 eV
HOMO-LUMO gap = 9.1 eV
electronic energy = -2437.14665 hartree
net charge = +1
strongest force on any atom = 0.649 eV/Å
HOMO = -12.33 eV

Positions of all 110 atoms, in Å:
1 S -1.3922 0.6164 -0.0869
2 F -0.6338 1.7988 -3.3203
3 O 0.0849 0.4726 0.5230
4 N -4.1949 -4.1122 1.8693
5 N 4.4031 5.8266 -2.0261
6 N -5.6080 -7.8326 -0.7759
7 N -1.6360 10.5910 2.1128
8 N -6.8933 -6.0739 3.7699
9 N -3.7275 8.4727 6.6223
10 N -1.7544 -4.9441 -3.8097
11 N -0.2856 6.1785 -1.4756
12 N 6.3590 -2.3965 -0.8055
13 C 3.6838 1.6654 -2.2039
14 C -5.3934 -7.9873 0.3410
15 C 3.7281 6.2704 -1.2117
16 C -2.2586 -5.4962 -2.9386
17 C -2.7272 10.6194 5.5441
18 C -1.5111 -0.6561 -1.3263
19 C 2.0868 -2.2298 -2.6213
20 C -2.8855 -6.2107 -1.8333
21 C -0.8988 5.3001 -3.8439
22 C -5.0991 -8.1777 1.7519
23 C -7.9273 -6.5714 3.7204
24 C 3.7285 -0.4968 -3.5863
25 C -3.2853 9.4236 6.1570
26 C 4.3051 2.3232 -0.9681
27 C 3.9546 1.6848 0.3952
28 C 1.8002 -3.1006 -1.3774
29 C -1.1121 2.0981 -1.0311
30 C -1.8480 -2.0125 -0.6622
31 C 4.5579 0.6075 -2.9144
32 C -6.7100 -3.4687 2.0208
33 C 3.5323 -1.7245 -2.6792
34 C -0.8845 8.2289 1.3234
35 C -0.7133 -3.0379 -0.8079
36 C 3.6111 -0.5092 1.7419
37 C -1.2921 9.5538 1.7644
38 C 4.6542 -0.1748 2.8109
39 C 0.6851 -2.4953 -0.4994
40 C 6.0841 -3.0420 0.1024
41 C -0.0242 1.9832 -2.0952
42 C 3.7950 0.1676 0.3809
43 C 5.7587 -3.8536 1.2670
44 C 2.8704 6.8364 -0.1801
45 C -5.3081 -3.8410 1.9355
46 C -0.5465 5.8289 -2.5370
47 C -9.2330 -7.2119 3.6570
48 H 4.2565 -0.8188 -4.4869
49 H -0.7632 -3.4933 -1.7987
50 H 2.7696 -0.0917 -3.9243
51 H 2.3353 7.7018 -0.5666
52 H 0.9473 -2.6784 0.5485
53 H 5.0171 -3.3507 1.8853
54 H 2.1438 6.0984 0.1557
55 H 0.5685 2.8955 -2.1332
56 H 4.1644 -2.5390 -3.0374
57 H 2.7094 -3.2197 -0.7856
58 H 5.2885 0.1623 -2.2369
59 H -2.7418 -2.3832 -1.1657
60 H 0.2109 -0.4288 0.8664
61 H -1.6532 10.6678 5.7142
62 H 0.6491 1.1417 -1.9271
63 H 2.6042 -0.3168 2.1305
64 H 1.5043 -4.1000 -1.7062
65 H -2.1230 -6.6588 -1.1973
66 H -5.9054 -7.7939 2.3719
67 H 3.4663 7.1508 0.6747
68 H 5.1276 1.1322 -3.6848
69 H -1.5738 7.4784 1.7065
70 H -10.0207 -6.4802 3.8263
71 H 3.9501 3.3540 -0.9231
72 H 5.3891 2.3925 -1.0860
73 H -4.1898 -7.6402 2.0174
74 H -6.9656 -2.8013 1.1980
75 H -1.8151 5.7433 -4.2294
76 H -3.5353 -7.0022 -2.2006
77 H 4.8961 0.8854 2.8473
78 H 4.2900 -0.4535 3.8019
79 H 3.5077 2.4556 -2.9399
80 H -6.9245 -2.9630 2.9601
81 H -0.1097 5.4779 -4.5724
82 H -0.5829 -0.6770 -1.8973
83 H 2.8917 -0.0541 -0.2033
84 H 6.6508 -4.0238 1.8669
85 H -1.0534 4.2242 -3.7690
86 H 4.6262 -0.2890 -0.1607
87 H 5.3612 -4.8183 0.9563
88 H -3.4893 -5.5388 -1.2251
89 H -2.1391 -1.8910 0.3853
90 H -2.2972 -0.2977 -1.9982
91 H 1.4214 -1.3575 -2.6451
92 H -2.0836 2.3167 -1.4813
93 H -2.8974 10.6115 4.4687
94 H 5.5780 -0.7331 2.6470
95 H 1.8645 -2.8141 -3.5171
96 H 3.8512 -1.5102 -1.6602
97 H -7.3406 -4.3488 1.9586
98 H 3.0286 2.1440 0.7640
99 H -0.9124 -3.8449 -0.0982
100 H -0.8854 2.8672 -0.2902
101 H 4.7404 1.9753 1.0954
102 H 0.7465 -1.4224 -0.6841
103 H -3.1831 11.5164 5.9590
104 H 0.1151 7.9971 1.6866
105 H -0.8746 8.1629 0.2379
106 H 3.6641 -1.5908 1.5712
107 H -9.3824 -7.6677 2.6796
108 H 2.6925 1.2597 -1.9617
109 H -4.9529 -9.2309 1.9865
110 H -9.3078 -7.9856 4.4188

=====

# 4
DFT (the ωB97M-V functional and the def2-TZVPD basis) results for a cluster of 3 separate species, C35H64BN2O10P2 in total in a non-equilibrium geometry.

Results
LUMO energy = 1.619 eV
HOMO-LUMO gap = 6.4 eV
electronic energy = -2941.73846 hartree
net charge = -1
strongest force on any atom = 2.212 eV/Å
HOMO = -4.78 eV

Positions of all 114 atoms, in Å:
1 P 6.1883 0.5711 2.7268
2 P 8.4942 -0.7956 -2.0088
3 O 8.0618 -1.1633 -3.3696
4 O 8.3818 -2.1060 -1.0810
5 O 7.6681 0.7389 2.1746
6 O -2.7347 2.1142 -0.9584
7 O 0.7977 2.1210 -0.8691
8 O 4.2029 3.0059 -0.7209
9 O 10.0064 -0.2722 -2.0215
10 O 5.8569 1.6550 3.6634
11 O 6.2442 -0.8505 3.4903
12 O 6.1546 2.2444 0.2466
13 N -1.1215 5.8529 -2.6001
14 N -9.1359 -0.6203 2.6833
15 C 9.1528 -2.1304 0.1304
16 C -6.6607 -2.0900 -1.0764
17 C -0.4089 1.4242 -0.6186
18 C 10.9745 -1.2241 -2.5454
19 C 12.3371 -0.9031 -1.9358
20 C -11.6547 -0.8619 3.2955
21 C -5.5780 -1.0013 -1.0381
22 C 2.2771 6.9654 -3.6533
23 C -11.1208 -2.2544 5.3600
24 C 9.8127 -3.5105 0.2746
25 C 5.4370 1.0771 0.0334
26 C -3.2357 -0.2751 -1.0753
27 C -7.1302 -3.4228 2.5810
28 C 6.1676 -0.0203 -0.7890
29 C 7.4909 0.5278 -1.3461
30 C -11.8258 -1.0191 4.8111
31 C -4.2134 -1.2756 -1.1071
32 C -10.2430 -0.7269 2.9394
33 C -4.9612 1.3613 -0.8909
34 C -7.8733 -1.5107 -1.8478
35 C -1.4721 1.9182 -1.5842
36 C -5.6544 -1.5138 2.1156
37 C 2.9001 0.8733 -0.7711
38 C -5.9221 0.3534 -0.9211
39 C -7.2178 -2.4630 0.3143
40 C -3.6008 1.0650 -0.9748
41 C -0.0625 5.4233 -2.5758
42 C -6.2212 -3.3211 -1.9054
43 C 1.2988 4.8878 -2.5420
44 C 2.3331 6.0155 -2.4610
45 C 1.8508 1.6658 -0.0023
46 C -6.2582 -2.7793 1.4719
47 C 4.2538 1.6120 -0.8648
48 C -5.1679 -3.7954 1.1533
49 C 5.0053 0.4151 1.3717
50 B 5.0383 3.2346 0.5008
51 H -7.6000 -1.2179 -2.8574
52 H 8.5218 -1.9620 0.9992
53 H -6.4225 -0.7525 2.1932
54 H -12.8920 -1.0790 5.0364
55 H 10.9619 -1.1229 -3.6228
56 H -7.8751 -1.6615 0.6420
57 H 12.6328 -1.7114 -1.2712
58 H -4.8135 -1.1606 1.5275
59 H 1.3914 4.2274 -1.6797
60 H 7.9998 1.1440 -0.6096
61 H 5.3795 4.3927 0.6728
62 H 3.0571 -0.0696 -0.2420
63 H -5.2919 -1.8011 3.0991
64 H 1.4567 4.2862 -3.4386
65 H -5.2217 -3.2057 -2.3116
66 H -11.4422 -0.1295 5.3136
67 H -7.7789 -4.1730 2.1293
68 H -7.8367 -3.3501 0.1627
69 H 8.0946 1.3584 2.7802
70 H 2.1802 6.5814 -1.5406
71 H -12.1845 0.0223 2.9403
72 H -8.5997 -2.3194 -1.9511
73 H -2.1941 -0.5518 -1.1282
74 H 9.4509 -4.1375 -0.5370
75 H 2.5454 0.6070 -1.7607
76 H 3.0497 7.7306 -3.5691
77 H -3.8574 -2.2886 -1.2120
78 H 2.4363 6.4280 -4.5908
79 H 1.3144 7.4766 -3.7128
80 H 6.3774 -0.9156 -0.2079
81 H 9.5388 -4.0063 1.1993
82 H -8.3799 -0.7209 -1.3057
83 H 4.3647 2.9523 1.4994
84 H 5.3691 -1.2408 3.5758
85 H -6.2227 -4.2239 -1.3034
86 H -4.5307 -3.5209 0.3226
87 H 4.0829 0.8435 1.7508
88 H 1.4487 1.0515 0.8031
89 H 13.0795 -0.8158 -2.7231
90 H -5.6302 -4.7493 0.8895
91 H -6.4759 -3.8710 3.3233
92 H 2.2785 2.5451 0.4678
93 H 10.8913 -3.4622 0.1614
94 H -12.0616 -1.7295 2.7738
95 H -1.5630 1.2989 -2.4738
96 H -7.7604 -2.6686 3.0399
97 H -6.8780 -3.4620 -2.7566
98 H -0.2058 0.3544 -0.7228
99 H -4.5953 -3.9825 2.0585
100 H -1.1515 2.9029 -1.9132
101 H 5.5551 -0.3286 -1.6305
102 H 10.6588 -2.2185 -2.2465
103 H 4.8061 -0.6511 1.2452
104 H -11.4900 -3.1632 4.8809
105 H 4.5616 1.5025 -1.9131
106 H -0.7649 1.6293 0.3945
107 H -5.2353 2.4023 -0.8103
108 H -11.2912 -2.3461 6.4326
109 H 7.2666 1.1489 -2.2074
110 H 12.3101 0.0059 -1.3471
111 H -10.0428 -2.2003 5.2031
112 H 3.3244 5.5661 -2.3979
113 H -6.9466 0.6750 -0.8349
114 H 9.9379 -1.3790 0.1298